(1)
Formula: C2H8NOS
Source: the Open Molecules 2025 dataset
Level of theory: the ωB97M-V functional and the def2-TZVPD basis

ORCA input file:
```
! wB97M-V def2-TZVPD RIJCOSX def2/J DEFGRID3
* xyz 1 1
C -0.882 -0.985 -1.452
C 0.223 0.014 0.489
N -0.210 1.322 1.181
O -0.715 -0.723 -0.090
S 1.573 -0.722 1.461
H -0.240 -0.201 -1.939
H -1.997 -0.909 -1.573
H -0.500 -2.022 -1.678
H 1.167 0.910 -1.137
H -0.346 2.195 0.650
H 0.674 1.673 1.675
H -1.040 1.047 1.790
H 2.294 -1.600 0.621
*
```

The value obtained for the energy above the lowest of the compared OMol25 structures with the same formula, charge and spin is 5.851 eV. As for the HOMO-LUMO gap (spin up / spin down): 8.22 / 8.68 eV.

=====

(2)
Formula: C33H19BrCl2CrN7O3
Source: the Open Molecules 2025 dataset
Level of theory: the ωB97M-V functional and the def2-TZVPD basis

ORCA input file:
```
! wB97M-V def2-TZVPD RIJCOSX def2/J DEFGRID3
* xyz 0 4
Cr 1.289 -0.863 -0.763
Cl 7.606 -2.239 -3.033
C 5.982 -2.428 -2.456
C 5.308 -1.303 -2.010
C 4.005 -1.410 -1.542
N 3.186 -0.320 -1.143
C 3.838 0.735 -0.554
O 4.969 0.689 -0.102
C 3.131 2.073 -0.475
C 3.613 2.993 0.453
C 3.042 4.250 0.502
C 2.021 4.553 -0.388
C 1.618 3.574 -1.278
N 2.151 2.353 -1.326
C 3.393 -2.665 -1.534
C 4.068 -3.793 -1.977
C 5.368 -3.672 -2.437
Cl 6.193 -5.096 -2.982
N 2.045 -2.619 -1.125
C 1.353 -3.726 -0.764
O 1.741 -4.875 -0.667
C -0.104 -3.407 -0.523
C -1.002 -4.421 -0.257
C -2.351 -4.113 -0.200
C -2.744 -2.802 -0.410
C -1.776 -1.838 -0.622
N -0.473 -2.126 -0.674
H 5.815 -0.353 -2.028
H 4.422 2.699 1.104
H 3.390 4.985 1.215
H 1.552 5.528 -0.400
H 0.828 3.782 -1.993
H 3.593 -4.760 -1.959
H -0.614 -5.421 -0.132
H -3.085 -4.884 -0.007
H -3.786 -2.514 -0.413
H -2.062 -0.802 -0.746
Br -6.951 -1.540 0.072
C -5.899 -0.177 0.861
C -4.921 -0.518 1.783
C -4.150 0.477 2.361
C -4.380 1.811 2.035
C -5.394 2.137 1.144
C -6.141 1.145 0.529
N -3.765 2.910 2.730
N -2.559 2.943 3.007
C -1.612 2.028 2.450
C -0.723 1.456 3.329
C 0.265 0.541 2.935
C 0.429 0.247 1.598
O 1.343 -0.564 1.118
C -0.416 0.929 0.665
N -0.110 0.688 -0.638
C -0.791 1.288 -1.587
C -1.828 2.186 -1.294
C -2.143 2.453 0.011
C -1.443 1.806 1.056
H -4.770 -1.552 2.060
H -3.392 0.214 3.086
H -5.599 3.182 0.946
H -6.919 1.397 -0.177
H -0.827 1.715 4.376
H 0.925 0.087 3.661
H -0.488 1.091 -2.608
H -2.349 2.679 -2.103
H -2.914 3.176 0.239
*
```

As for the HOMO-LUMO gap (spin up / spin down): 6.51 / 6.41 eV.

=====

(3)
Formula: C10H16ClPtRuSe
Source: the Open Molecules 2025 dataset
Level of theory: the ωB97M-V functional and the def2-TZVPD basis

ORCA input file:
```
! wB97M-V def2-TZVPD RIJCOSX def2/J DEFGRID3
* xyz 0 10
Ru 0.168 -0.005 -0.498
Cl 0.388 0.626 -2.688
C 1.848 0.374 0.446
H 1.971 -0.212 1.376
H 1.713 1.443 0.703
H 2.725 0.234 -0.208
Pt -1.475 2.013 -1.399
C -3.219 1.370 -2.162
C -0.922 3.861 -1.996
C -0.929 1.301 0.510
H -0.740 4.462 -1.100
H -0.010 3.711 -2.580
H -1.739 4.258 -2.603
H -3.875 1.087 -1.335
H -3.626 2.197 -2.750
H -2.961 0.512 -2.790
H -0.381 2.084 1.057
H -1.834 0.963 1.035
Se 0.717 -2.341 -0.620
C 1.287 -3.026 1.037
C 2.657 -3.179 1.346
C 3.023 -3.606 2.617
C 2.046 -3.936 3.564
C 0.687 -3.836 3.233
C 0.302 -3.404 1.971
H 3.406 -2.915 0.601
H 4.083 -3.675 2.880
H 2.340 -4.288 4.552
H -0.077 -4.090 3.968
H -0.747 -3.305 1.702
*
```

The value obtained for the energy above the lowest of the compared OMol25 structures with the same formula, charge and spin is 0.000 eV. As for the HOMO-LUMO gap (spin up / spin down): 4.81 / 5.64 eV.